[1]
The following is a quantum chemistry calculation of a 4-piece molecular cluster, C50H41FNO6S3 overall in a non-equilibrium geometry, from the OMol25 dataset.

As for the largest force on an atom: 0.0201 Eh/bohr. Its HOMO-LUMO gap is 6.27 eV. As for the total energy: -3730.27764 Eh.

The geometry in ORCA input format:
```
! RIJCOSX wB97M-V def2-TZVPD def2/J DEFGRID3
* xyz 1 1
C 1.87771 2.31059 3.29199
C 2.43274 1.06391 2.61466
N 1.46708 -0.01770 2.29622
C 0.54260 -0.34377 3.36898
C 1.24531 -0.72015 4.66136
C 0.83373 0.16841 1.03949
S 1.41402 -0.53453 -0.27251
S -0.61333 1.26332 0.90256
C -2.05913 0.29503 1.42210
C -2.79892 0.89733 2.61337
C -2.83405 2.44613 2.60120
S -1.95856 3.14502 3.97358
F -2.75095 2.48300 5.14674
H 0.98384 2.68448 2.79205
H 2.61934 3.10593 3.23701
H 1.66503 2.16679 4.35329
H 2.86839 1.37730 1.66726
H 3.24463 0.62029 3.18537
H -0.02263 -1.22647 3.05859
H -0.21319 0.44061 3.53681
H 1.93656 -1.54223 4.49762
H 0.49060 -1.01614 5.38800
H 1.81105 0.09867 5.10167
H -1.69596 -0.68555 1.72674
H -2.73876 0.10339 0.59609
H -2.36778 0.54444 3.54916
H -3.83033 0.55063 2.61607
H -3.85662 2.80088 2.75093
H -2.46842 2.90976 1.68607
H -0.81875 2.39666 3.95758
C 5.51445 -2.55547 -3.73510
C 4.66844 -2.17349 -2.69869
C 4.82321 -0.93597 -2.09941
C 5.82753 -0.07795 -2.52438
C 6.68880 -0.46892 -3.55052
C 6.52230 -1.70603 -4.15970
C 7.80150 0.41835 -3.99459
O 8.54639 0.08357 -4.88936
C 7.97369 1.72599 -3.29950
C 9.03422 2.54699 -3.65915
C 9.20400 3.77044 -3.03425
C 8.31025 4.18344 -2.05194
C 7.25380 3.36749 -1.68614
C 7.08492 2.13336 -2.30128
C 5.96104 1.25562 -1.87378
O 5.17606 1.61299 -1.01629
H 5.38890 -3.51994 -4.20880
H 3.88807 -2.84303 -2.36093
H 4.16803 -0.62884 -1.29777
H 7.18621 -1.99825 -4.96124
H 9.72337 2.22182 -4.42591
H 10.03349 4.40642 -3.31286
H 8.44207 5.14289 -1.56972
H 6.55802 3.68089 -0.92060
C -1.44919 -7.36036 -0.19517
C -1.48261 -6.02401 -0.57854
C -1.73507 -5.03849 0.35982
C -1.96585 -5.38545 1.68573
C -1.95182 -6.73014 2.06559
C -1.68360 -7.71313 1.12316
C -2.23785 -7.13204 3.47143
O -2.22014 -8.29505 3.80642
C -2.55453 -6.05709 4.45631
C -2.87616 -6.40925 5.76029
C -3.16122 -5.42612 6.69205
C -3.11871 -4.08481 6.32694
C -2.80278 -3.72918 5.02729
C -2.52706 -4.71179 4.08413
C -2.21884 -4.31401 2.68330
O -2.17764 -3.13935 2.36095
H -1.24418 -8.12822 -0.92887
H -1.31014 -5.75285 -1.61144
H -1.75767 -3.99796 0.06775
H -1.66381 -8.75051 1.42643
H -2.90417 -7.45358 6.03813
H -3.41633 -5.70316 7.70599
H -3.33698 -3.31853 7.05910
H -2.77322 -2.68836 4.73572
C -7.82811 3.00115 -5.11302
C -7.53748 4.17377 -5.80205
C -6.31360 4.79771 -5.62959
C -5.37697 4.25660 -4.75907
C -5.67674 3.08861 -4.05140
C -6.90113 2.45976 -4.23917
C -4.70691 2.51350 -3.08190
O -4.95746 1.49932 -2.46166
C -3.41314 3.22582 -2.87851
C -2.51275 2.73415 -1.94357
C -1.30312 3.37154 -1.74098
C -0.97812 4.50521 -2.48139
C -1.87167 5.00104 -3.41585
C -3.09468 4.36833 -3.61155
C -4.05953 4.93432 -4.59996
O -3.77685 5.91849 -5.24676
H -8.78211 2.51188 -5.25665
H -8.26789 4.59985 -6.47655
H -6.07980 5.70635 -6.16651
H -7.12265 1.55065 -3.69790
H -2.76681 1.84804 -1.37612
H -0.62890 2.96765 -0.99700
H -0.02814 5.00012 -2.32823
H -1.62986 5.88121 -3.99526
*
```

Here are the Mulliken charges for atoms 1 to 5, given in e: C -0.808; C -0.608; N 0.274; C 0.672; C -1.689


[2]
The following is a quantum chemistry calculation of C50H41N9O3S3Ti as an isolated structure, from the OMol25 dataset.

As for the largest force on an atom: 0.0102 Eh/bohr. Its HOMO-LUMO gap (spin up / spin down) is 5.54 / 7.07 eV. Its energy above the lowest of the compared OMol25 structures with the same formula, charge and spin is 5.1 kJ/mol. As for the total energy: -4692.71190 Eh.

The geometry in ORCA input format:
```
! RIJCOSX wB97M-V def2-TZVPD def2/J DEFGRID3
* xyz 0 3
Ti -0.50681 1.02060 1.22271
O -2.56244 -5.38549 3.51929
C -3.05507 -4.81673 2.53498
O -3.77812 -5.22907 1.61187
C -2.54657 -3.36582 2.32012
C -3.03816 -2.58640 1.28004
C -2.42237 -1.38465 0.98776
N -1.37429 -0.93219 1.69451
C -0.97660 -1.62099 2.77243
C -1.53876 -2.84013 3.11136
C 0.05985 -0.93847 3.57232
C 0.51594 -1.41715 4.79633
C 1.42950 -0.66944 5.51167
C 1.85859 0.54943 4.99608
C 1.35208 0.96195 3.78035
N 0.47632 0.23741 3.07992
C -2.93194 -0.43885 -0.03305
C -3.89532 -0.77535 -0.97226
C -4.33399 0.19158 -1.86208
C -3.81041 1.47120 -1.78115
C -2.84679 1.72827 -0.81980
N -2.40932 0.79673 0.02044
H -3.87255 -2.98119 0.71633
H -1.20434 -3.44083 3.94670
H 0.15127 -2.35916 5.17827
H 1.79374 -1.02175 6.46742
H 2.55814 1.17403 5.53285
H 1.63818 1.91071 3.34184
H -4.29268 -1.77971 -1.00559
H -5.08113 -0.05173 -2.60581
H -4.13217 2.25572 -2.45044
H -2.40354 2.71116 -0.71426
N -3.51547 4.07937 2.46062
C -2.36323 3.38234 2.19812
S -2.17700 1.82242 2.93554
N -1.49997 3.95297 1.40803
N -0.41634 3.14868 1.11664
C 0.69656 3.78692 0.75492
C 0.84193 5.26151 0.74367
C 1.82545 5.86374 1.52356
C 1.99505 7.24142 1.51153
C 1.18326 8.03296 0.71492
C 0.19560 7.44150 -0.06292
C 0.02300 6.06822 -0.04453
C 1.79943 2.92311 0.49010
C 3.04800 3.32738 -0.03138
C 4.02706 2.39574 -0.24530
C 3.77385 1.04022 0.05885
C 2.53223 0.70318 0.53174
N 1.54952 1.60101 0.73471
H -4.02899 3.78794 3.27484
H -3.46999 5.07123 2.28868
H 2.45723 5.24510 2.14969
H 2.75970 7.69587 2.12823
H 1.31332 9.10731 0.70260
H -0.44636 8.05605 -0.68086
H -0.76748 5.61227 -0.62410
H 3.21032 4.37137 -0.26049
H 4.98686 2.69501 -0.64573
H 4.52881 0.27863 -0.07651
H 2.27679 -0.33015 0.75618
N 3.76708 -1.75944 2.71867
C 2.94955 -2.79214 2.34473
N 1.88231 -2.64190 1.63926
C 1.27650 -3.87445 1.41617
C 0.05325 -4.05946 0.78360
C -0.48956 -5.32869 0.70922
C 0.18579 -6.42286 1.24969
C 1.40528 -6.26037 1.88419
C 1.93432 -4.97993 1.96626
S 3.37780 -4.43917 2.78132
H 4.34011 -1.90622 3.53232
H 3.33757 -0.84661 2.66983
H -0.48523 -3.19487 0.42033
H -1.47278 -5.47023 0.27844
H -0.26932 -7.40254 1.21152
H 1.91326 -7.10392 2.33171
O -0.11690 0.02756 -0.73387
S 0.69083 -0.94409 -1.55713
C -0.56125 -1.95415 -2.38890
C 0.05216 -2.84034 -3.43644
C 1.12129 -3.67804 -3.12356
C 1.69132 -4.47843 -4.10116
C 1.19872 -4.45621 -5.39848
C 0.12876 -3.63285 -5.71401
C -0.43789 -2.82613 -4.73806
C 1.27960 0.02922 -2.99303
C 0.25482 0.98687 -3.51603
C -0.50924 0.67286 -4.63588
C -1.47208 1.55580 -5.10405
C -1.67270 2.76708 -4.45929
C -0.90391 3.09334 -3.35033
C 0.05123 2.20765 -2.87938
H -1.31115 -1.27081 -2.79167
H -1.01721 -2.52550 -1.57752
H 1.50070 -3.71534 -2.11016
H 2.51786 -5.12716 -3.84315
H 1.64270 -5.08490 -6.15888
H -0.26906 -3.62120 -6.72031
H -1.28485 -2.19640 -4.98271
H 1.59081 -0.70713 -3.73559
H 2.16176 0.54595 -2.61313
H -0.32902 -0.25875 -5.15791
H -2.05299 1.30305 -5.98162
H -2.41527 3.46223 -4.82979
H -1.04393 4.04315 -2.85086
H 0.64951 2.46850 -2.01692
*
```

Here are the Mulliken charges for atoms 1 to 5, given in e: Ti -0.748; O -0.742; C 0.395; O -0.762; C -1.059


[3]
The following is a quantum chemistry calculation of C50H42F4HgN10O3Sb as an isolated structure, from the OMol25 dataset.

As for the largest force on an atom: 0.0110 Eh/bohr. Its HOMO-LUMO gap (spin up / spin down) is 5.33 / 7.61 eV. Its energy above the lowest of the compared OMol25 structures with the same formula, charge and spin is 0.0 kJ/mol. As for the total energy: -3497.00486 Eh.

The geometry in ORCA input format:
```
! RIJCOSX wB97M-V def2-TZVPD def2/J DEFGRID3
* xyz 0 2
Hg 0.53854 -1.08584 0.16317
N 4.14248 0.09121 -0.58576
C 3.44493 0.41694 -1.67524
N 4.11420 0.65000 -2.80889
C 3.34832 1.01279 -3.83232
N 3.95774 1.25639 -5.00821
N 2.00869 1.16892 -3.80200
C 1.46616 0.88244 -2.63058
N 2.10330 0.50460 -1.54054
C -0.02481 1.03319 -2.50995
C -0.76533 1.61616 -3.52579
C -2.12101 1.81984 -3.32404
C -2.68440 1.44154 -2.11786
C -1.86816 0.85280 -1.16778
N -0.57229 0.64045 -1.36540
H 5.12885 -0.07246 -0.67627
H 3.64882 -0.18853 0.24916
H 4.94474 1.10057 -5.09278
H 3.40022 1.49508 -5.80628
H -0.26278 1.91691 -4.43266
H -2.72552 2.28280 -4.09357
H -3.73537 1.59964 -1.91135
H -2.25131 0.53201 -0.20271
O -1.53119 -5.07147 -6.05085
C -0.81838 -5.75058 -5.11306
O -0.74606 -6.94424 -5.19946
C -0.17637 -4.95018 -4.03103
C -0.24078 -3.55800 -3.93676
C 0.34502 -2.88884 -2.88531
C 1.03707 -3.57900 -1.88000
C 1.10844 -4.97770 -1.98052
C 0.50810 -5.64174 -3.03461
N 1.58414 -2.86307 -0.82902
C 2.65324 -3.33603 -0.17008
C 3.14046 -2.74156 1.02072
C 4.29378 -3.22655 1.68832
C 4.70909 -2.62649 2.84587
C 3.98532 -1.53691 3.36776
C 2.88049 -1.10674 2.66631
N 2.47403 -1.66429 1.52299
H -1.50235 -4.12612 -5.86857
H -0.74873 -2.95513 -4.68493
H 0.26876 -1.81145 -2.81303
H 1.59878 -5.54342 -1.19841
H 0.54197 -6.72203 -3.10135
H 3.20823 -4.17615 -0.57741
H 4.82403 -4.07456 1.27036
H 5.58568 -2.99579 3.36512
H 4.27619 -1.04892 4.28824
H 2.27255 -0.28213 3.02439
C -5.96597 -2.74026 1.13384
N -4.87515 -2.71770 0.18012
N -3.63038 -2.15891 0.45627
C -2.75664 -2.46846 -0.56514
O -1.57008 -2.12058 -0.59504
C -3.52554 -3.23252 -1.50424
C -4.78613 -3.36991 -0.99779
C -5.96101 -4.10526 -1.54680
C -3.37121 -1.43241 1.65648
C -3.70037 -0.08851 1.72416
C -3.42962 0.62515 2.88103
C -2.83524 -0.01318 3.96210
C -2.51219 -1.36080 3.88664
C -2.77993 -2.07436 2.72925
H -5.68780 -2.15638 2.00450
H -6.18584 -3.75957 1.45469
H -6.86267 -2.30383 0.69512
H -3.13853 -3.64313 -2.42281
H -5.70801 -4.52035 -2.51875
H -6.82424 -3.44752 -1.66123
H -6.25147 -4.92665 -0.88863
H -4.16788 0.39343 0.87221
H -3.67641 1.67833 2.93818
H -2.61327 0.54516 4.86288
H -2.03434 -1.85340 4.72365
H -2.50638 -3.11896 2.64064
F -0.42871 -0.73055 2.08268
F -0.46169 5.41370 6.63287
C -0.26222 4.71169 5.49864
C -0.53398 3.36265 5.49802
C -0.32290 2.64871 4.31988
C 0.15415 3.27694 3.17044
C 0.41617 4.64939 3.21636
C 0.20800 5.37615 4.38077
Sb 0.57194 2.10450 1.40868
C -0.15277 3.64250 0.06666
C -1.43675 4.13519 0.32616
C -2.07650 5.00156 -0.55221
C -1.41874 5.36217 -1.71046
F -2.03424 6.19421 -2.57702
C -0.15784 4.89978 -2.01456
C 0.46634 4.03304 -1.12052
C 2.67394 2.62570 1.46177
C 3.47124 2.65617 0.31581
C 4.84535 2.86596 0.38879
C 5.41754 3.02016 1.63115
F 6.75024 3.21391 1.71593
C 4.67705 2.97175 2.79461
C 3.30573 2.77143 2.70078
H -0.89920 2.88669 6.39937
H -0.53382 1.58253 4.29927
H 0.79329 5.15971 2.33688
H 0.40867 6.43875 4.43262
H -1.94922 3.84780 1.24016
H -3.06611 5.39278 -0.34998
H 0.32126 5.20956 -2.93520
H 1.45413 3.66546 -1.37321
H 3.03043 2.48698 -0.66052
H 5.46413 2.89232 -0.50005
H 5.17102 3.09129 3.75093
H 2.72284 2.74167 3.61513
*
```

Here are the Mulliken charges for atoms 1 to 5, given in e: Hg 3.286; N 0.266; C -0.079; N -0.917; C -0.078


[4]
The following is a quantum chemistry calculation of C50H42N4O2PS2V as an isolated structure, from the OMol25 dataset.

As for the largest force on an atom: 0.0179 Eh/bohr. Its HOMO-LUMO gap (spin up / spin down) is 5.54 / 5.45 eV. As for the total energy: -4381.97814 Eh.

The geometry in ORCA input format:
```
! RIJCOSX wB97M-V def2-TZVPD def2/J DEFGRID3
* xyz 0 3
V -0.80059 -0.06437 0.03923
C -0.86715 -5.74408 5.22072
C -1.96291 -5.54824 4.39287
C -1.97739 -4.48884 3.49873
C -0.90502 -3.60197 3.43226
C 0.17959 -3.78819 4.28620
C 0.19970 -4.85930 5.16711
C -0.93576 -2.49667 2.43223
C -0.81168 -2.84786 1.08723
C -0.41898 -4.14004 0.64513
C -0.55773 -4.15327 -0.70964
C -1.05459 -2.87214 -1.10313
N -1.11456 -2.05333 0.00102
C -1.42009 -2.49392 -2.42448
C -1.21289 -1.16066 -2.82381
C -0.96022 -0.71596 -4.17628
C -0.78704 0.62437 -4.13310
C -0.94827 1.01457 -2.76068
C -1.00644 2.32813 -2.31577
C -0.81085 3.41735 -3.31590
C -1.84551 3.82194 -4.15259
C -1.64166 4.83603 -5.07753
C -0.40085 5.44826 -5.17467
C 0.63570 5.04883 -4.34352
C 0.43130 4.03750 -3.41670
C -1.25842 2.70262 -0.99622
N -1.29863 1.87569 0.10255
C -1.48094 2.70312 1.18558
C -1.44126 2.30692 2.51772
C -1.49391 3.35948 3.56907
C -2.68812 3.96478 3.94496
C -2.69353 4.97038 4.90102
C -1.50519 5.38815 5.48172
C -0.31113 4.78124 5.11804
C -0.30592 3.77068 4.16914
C -1.29226 0.97853 2.90462
C -1.41992 0.52769 4.26344
C -1.33656 -0.82208 4.23636
C -1.12625 -1.19294 2.86568
N -1.09727 -0.08032 2.06472
C -1.62811 4.06002 0.75090
C -1.48233 4.06159 -0.59791
N -1.12870 -0.09275 -1.97706
C -2.02957 -3.45032 -3.38192
C -2.75268 -2.96553 -4.48817
C -3.25634 -3.80821 -5.46343
C -3.12599 -5.18170 -5.34298
C -2.57172 -5.68933 -4.17898
C -2.05341 -4.84419 -3.21277
H -0.84734 -6.57944 5.90875
H -2.80788 -6.22299 4.44620
H -2.83220 -4.33653 2.85066
H 1.00903 -3.09788 4.24287
H 1.05423 -5.00308 5.81618
H -0.05847 -4.93437 1.27785
H -0.21598 -4.92774 -1.37167
H -0.83220 -1.35350 -5.03312
H -0.57213 1.29060 -4.95226
H -2.81223 3.33981 -4.07016
H -2.45344 5.14934 -5.72151
H -0.23872 6.23469 -5.90067
H 1.60517 5.52533 -4.41374
H 1.23441 3.71318 -2.76549
H -3.61692 3.63923 3.49184
H -3.62856 5.43157 5.19281
H -1.50986 6.18225 6.21710
H 0.61833 5.09922 5.57281
H 0.62245 3.29047 3.88254
H -1.58465 1.17658 5.10803
H -1.41395 -1.51863 5.05486
H -1.83185 4.89861 1.39590
H -1.53212 4.90191 -1.26998
H -2.96201 -1.91186 -4.57089
H -3.77202 -3.38357 -6.31550
H -3.49842 -5.84477 -6.11254
H -2.54950 -6.75807 -4.00823
H -1.68921 -5.29330 -2.30783
C 4.14706 -1.46262 -1.99455
C 4.38030 -1.67781 -0.50607
C 3.60180 -2.87120 0.02244
O 4.11709 -0.44765 0.21518
P 2.78559 0.06021 0.95433
S 2.36606 -0.85530 2.60695
S 1.35902 0.13222 -0.57081
O 3.18754 1.56031 1.30629
C 3.99658 2.53769 0.59725
C 5.47570 2.26669 0.82391
C 3.63425 2.64839 -0.87413
H 4.47549 -2.34406 -2.54652
H 4.70819 -0.59625 -2.34765
H 3.08920 -1.29469 -2.19040
H 5.44712 -1.84214 -0.33560
H 2.53113 -2.72677 -0.13413
H 3.78091 -3.00549 1.08700
H 3.91591 -3.77088 -0.50890
H 3.73177 3.46974 1.10024
H 5.79066 1.37404 0.29016
H 5.66471 2.12094 1.88744
H 6.06432 3.11584 0.47327
H 3.88609 1.72786 -1.40000
H 4.18609 3.47452 -1.32467
H 2.56549 2.82772 -0.98689
*
```

Here are the Mulliken charges for atoms 1 to 5, given in e: V 0.494; C -0.357; C -0.885; C 0.201; C -0.755


Q: Among the records above, which one has the lowest largest force on an atom?
A: C50H41N9O3S3Ti